# 1
ORCA calculation (wB97M-V/def2-TZVPD) on a structure of composition C14H25F6NNiOPSi2.

Geometry as XYZ:
```
51
Properties=species:S:1:pos:R:3:forces:R:3
Ni 0.0260 1.3050 0.1680 0.2 0.8 0.0
C 0.7692 -1.7531 2.5436 0.0 0.1 0.0
Si -0.4805 -1.9375 1.1433 0.0 0.0 0.0
C -2.2060 -1.7495 1.8419 0.0 0.1 0.0
C -0.2869 -3.7067 0.5321 0.0 0.0 0.0
C -0.1771 -0.6530 -0.1809 0.3 -0.4 0.0
C 1.2243 -0.6341 -0.7128 -0.2 0.3 0.1
C 1.9756 -1.6527 -1.2946 0.0 0.0 0.0
C 3.2653 -1.3805 -1.7191 0.0 0.1 0.0
C 3.7948 -0.1010 -1.5770 0.0 -0.1 0.0
C 2.9977 0.8752 -1.0128 0.0 0.0 -0.1
N 1.7634 0.6075 -0.5946 -0.1 -0.3 0.0
Si -1.4597 -0.5195 -1.5509 -0.1 0.1 0.0
C -1.9241 -2.1555 -2.3429 0.0 0.0 0.0
C -0.7539 0.6291 -2.8622 0.1 -0.1 0.0
C -3.0147 0.3070 -0.9041 0.0 0.0 0.1
H 0.8105 -2.6633 3.1446 0.0 0.0 0.0
H 0.5013 -0.9399 3.2195 0.0 0.0 0.0
H 1.7773 -1.5717 2.1598 0.0 0.0 0.0
H -2.3229 -2.3807 2.7250 0.0 0.0 0.0
H -2.9724 -2.0464 1.1226 0.0 0.0 0.0
H -2.4027 -0.7170 2.1387 0.0 0.0 0.0
H -0.5842 -4.3901 1.3310 0.0 0.0 0.0
H 0.7478 -3.9457 0.2805 0.0 0.0 0.0
H -0.9116 -3.9239 -0.3349 0.0 0.0 0.0
H 1.5429 -2.6350 -1.4182 0.0 0.0 0.0
H 3.8602 -2.1644 -2.1698 0.0 0.0 0.0
H 4.7955 0.1370 -1.9059 0.0 0.0 0.0
H 3.3363 1.8981 -0.8999 0.0 0.0 0.0
H -1.0505 -2.6930 -2.7169 0.0 0.0 0.0
H -2.5974 -1.9843 -3.1849 0.0 0.0 0.0
H -2.4418 -2.8068 -1.6355 0.0 0.0 0.0
H 0.1610 0.2340 -3.3100 0.0 0.0 0.0
H -0.5169 1.6214 -2.4620 0.0 0.0 0.0
H -1.4825 0.7768 -3.6616 0.0 0.0 0.0
H -3.5424 -0.3011 -0.1681 0.0 0.0 0.0
H -3.6982 0.4878 -1.7367 0.0 0.0 0.0
H -2.8095 1.2787 -0.4397 0.0 0.0 0.0
C 1.6845 1.5578 2.6600 -0.1 0.1 0.1
C 0.3251 1.4207 2.0858 -0.3 -0.4 -0.7
O -0.7752 1.3974 2.4769 -0.1 0.2 0.6
H 1.6283 1.4077 3.7382 0.0 0.0 0.0
H 2.0037 2.5736 2.4271 0.1 0.0 0.0
H 2.3530 0.8425 2.1890 0.0 0.0 0.0
F 0.3131 3.2575 -0.2779 0.2 -0.3 0.0
P -0.4528 4.6502 0.4193 0.3 0.0 0.3
F -0.9648 5.0205 -1.0381 -0.1 0.0 0.0
F 0.9172 5.4309 0.1681 -0.1 0.0 0.0
F -1.7192 3.6767 0.6439 -0.2 0.0 0.0
F 0.1368 4.1293 1.8537 0.0 0.0 -0.1
F -1.1629 5.8839 1.0994 0.0 0.0 0.0
```
Positions in Å, forces in eV/Å.

Computed properties:
LUMO energy (spin up / spin down) = -1.40 / -0.63 eV
Charge = 0
HOMO energy (spin up / spin down) = -8.62 / -9.33 eV
Spin multiplicity = 2
Gap between HOMO and LUMO (spin up / spin down) = 0.26540 / 0.31981 hartree
Maximum force = 0.016 hartree/bohr
<S²> = 1.067
Energy above the lowest of the compared OMol25 structures with the same formula, charge and spin = 0.00 kJ/mol

***

# 2
ORCA calculation (wB97M-V/def2-TZVPD) on a structure of composition C14H25HoNO4P2S in a non-equilibrium geometry.

Geometry as XYZ:
```
48
Properties=species:S:1:pos:R:3:forces:R:3
Ho -0.1537 0.0422 -0.0806 -0.3 0.0 -1.3
H 0.2760 -0.6177 1.9092 -1.6 -1.6 -0.3
H -0.3420 -1.0968 1.6348 1.7 0.7 1.6
P 2.0154 1.0874 1.2327 0.7 -0.1 0.0
P -1.3979 -1.5111 -1.9106 0.0 0.5 0.6
C -2.6816 -0.4488 -2.6535 -0.2 -0.1 -0.4
H -3.2409 -1.0085 -3.4159 0.0 0.3 0.1
H -3.3720 -0.0725 -1.8750 0.3 -0.3 -0.3
H -2.1929 0.4240 -3.1215 -0.2 -0.4 0.0
C -0.2432 -2.0929 -3.1667 -0.1 -0.3 -0.3
H 0.5429 -2.6773 -2.6575 -0.4 0.2 -0.3
H -0.7819 -2.6966 -3.9064 0.4 0.1 -0.1
H 0.2388 -1.2190 -3.6408 -0.3 -0.4 0.1
C -2.2473 -2.9056 -1.0978 0.1 -0.2 0.0
H -2.9655 -2.5288 -0.3535 0.2 0.0 -0.4
H -2.7700 -3.5382 -1.8207 0.0 0.0 0.1
H -1.4970 -3.5045 -0.5612 -0.2 0.1 -0.2
C 3.4999 0.8794 0.1835 0.1 0.0 0.0
H 4.3799 1.2903 0.7087 -0.3 -0.2 -0.4
H 3.6389 -0.1980 -0.0238 0.0 0.5 0.1
H 3.3471 1.4050 -0.7783 0.2 -0.2 0.5
C 1.8847 2.8726 1.5381 0.1 0.0 0.2
H 1.0313 3.0600 2.2032 0.3 0.1 -0.1
H 2.8111 3.2371 1.9970 -0.2 0.2 -0.1
H 1.7048 3.3870 0.5834 0.1 -0.1 0.3
C 2.4352 0.2876 2.8175 0.0 0.1 -0.1
H 2.5751 -0.7857 2.6448 0.0 0.2 0.0
H 3.3492 0.7231 3.2292 -0.1 -0.1 0.1
H 1.6077 0.4168 3.5228 0.2 0.1 0.0
C -1.1495 2.3568 -0.2768 -3.1 3.4 0.6
O -1.9758 3.1230 -0.0543 2.8 -2.4 -0.8
H 0.9953 -1.5320 -0.0664 0.3 -0.2 -0.1
O -6.5453 0.3502 2.1016 0.1 -0.3 -0.7
S -5.4486 1.2094 1.7889 0.1 1.0 1.1
O -5.7097 2.6129 1.5640 0.3 -1.0 -0.5
N -4.3779 0.5929 0.6815 1.3 0.0 -0.7
C -3.1864 0.4150 1.2109 -2.1 -0.1 -0.3
O -2.1227 0.1234 0.5358 -0.4 -0.2 0.1
C -3.1006 0.5750 2.6613 0.2 0.5 0.7
C -2.0158 0.4045 3.5295 -0.5 0.0 -0.7
C -2.2195 0.7566 4.8487 -0.2 0.2 0.7
C -3.4527 1.2817 5.2986 0.1 -0.1 -0.2
C -4.5205 1.4620 4.4141 0.4 -0.2 0.2
C -4.3002 1.0863 3.1067 0.2 0.1 0.8
H -1.0774 -0.0141 3.1511 -0.5 0.3 0.5
H -1.4016 0.6188 5.5532 -0.2 0.1 0.0
H -3.5816 1.5508 6.3468 0.1 -0.1 -0.3
H -5.4864 1.8733 4.6988 0.3 -0.1 0.2
```
Positions in Å, forces in eV/Å.

Computed properties:
LUMO energy (spin up / spin down) = -4.21 / -4.14 eV
Charge = +1
HOMO energy (spin up / spin down) = -12.01 / -12.02 eV
Spin multiplicity = 5
Gap between HOMO and LUMO (spin up / spin down) = 0.28659 / 0.28970 hartree
Maximum force = 0.090 hartree/bohr
<S²> = 6.005

***

# 3
ORCA calculation (wB97M-V/def2-TZVPD) on a cluster of 3 separate species, C14H25N2O4P in total in a non-equilibrium geometry.

Geometry as XYZ:
```
46
Properties=species:S:1:pos:R:3:forces:R:3
C 3.3110 -2.3640 -1.2659 -0.6 -0.5 1.7
C 3.4825 -1.8116 0.2538 -0.2 0.6 -2.3
O 2.4394 -0.8071 0.4778 -0.2 0.6 0.6
P 2.8468 0.7230 0.9086 -1.2 -0.9 0.7
O 3.8542 1.2069 -0.0201 1.0 0.5 0.2
O 3.1271 0.6094 2.5151 -0.9 -0.2 -1.7
C 4.3497 0.1691 3.1457 0.5 2.9 0.6
C 5.2976 1.4358 3.0514 0.8 -1.8 -0.6
O 1.4552 1.5847 0.8340 1.7 -3.2 0.2
C 1.4109 2.9476 1.1938 1.8 1.3 -0.3
C 2.6258 3.5017 2.0996 -2.5 0.0 0.7
H 2.3022 -2.7747 -1.3079 -0.3 -0.2 0.3
H 3.3121 -1.7377 -2.1580 0.7 0.8 0.7
H 3.9504 -3.2259 -1.4564 0.3 0.1 0.2
H 3.3784 -2.6075 0.9912 -0.4 -0.1 -0.3
H 4.4734 -1.3912 0.4257 0.0 0.2 -0.3
H 4.1444 0.1192 4.2150 -0.5 -0.5 -0.1
H 4.6663 -0.8118 2.7910 0.4 0.4 -0.2
H 6.2550 1.2528 3.5391 0.0 -0.2 0.2
H 5.5480 1.6009 2.0035 -0.2 0.3 0.0
H 4.8908 2.3399 3.5043 -0.4 -0.4 -0.1
H 1.4602 3.5475 0.2851 0.3 -0.1 -0.3
H 0.3553 3.0589 1.4417 0.4 0.5 1.3
H 2.7558 3.0051 3.0611 -0.3 -0.4 -0.2
H 3.6238 3.6133 1.6757 -0.5 -0.1 -0.7
H 2.2240 4.4650 2.4137 0.4 0.4 -0.2
N -6.4693 0.0762 0.8260 2.5 -0.5 3.1
C -7.6447 -0.3497 0.3538 0.4 2.1 -3.6
C -7.5205 -0.0126 -1.0468 -1.9 -1.6 1.6
C -6.2511 0.4965 -1.2410 1.9 0.0 -2.3
C -5.5297 0.4929 -0.1042 -1.8 -0.6 1.9
H -6.1933 -0.0428 1.7902 -0.2 0.1 0.0
H -8.5131 -0.5439 0.9658 0.3 -0.3 0.0
H -8.2549 -0.3114 -1.7801 0.0 0.5 -0.1
H -5.6532 0.7120 -2.1142 -0.9 0.2 -0.8
H -4.4830 0.6271 0.1256 -0.3 0.3 0.1
N -1.1829 -2.2190 -2.6280 0.0 0.5 -0.3
C -1.5184 -2.6189 -3.9033 1.7 -1.0 -0.2
C -2.7194 -2.0766 -4.2943 -1.7 1.9 1.3
C -3.1538 -1.2228 -3.2100 1.4 -2.0 -2.0
C -2.0587 -1.3123 -2.2913 -1.3 1.1 2.1
H -0.3952 -2.4405 -2.0359 0.3 -0.2 -0.4
H -0.7484 -3.1871 -4.4040 -0.5 -0.3 -0.4
H -3.2228 -2.2279 -5.2378 0.1 -0.1 0.1
H -4.0913 -0.7203 -3.0226 0.1 0.2 -0.2
H -1.9368 -0.7679 -1.3665 -0.1 0.1 0.1
```
Positions in Å, forces in eV/Å.

Computed properties:
LUMO energy (spin up / spin down) = -3.32 / -7.52 eV
Charge = +1
HOMO energy (spin up / spin down) = -10.64 / -10.62 eV
Spin multiplicity = 2
Gap between HOMO and LUMO (spin up / spin down) = 0.26896 / 0.11377 hartree
Maximum force = 0.081 hartree/bohr
<S²> = 0.764
Energy above the lowest of the compared OMol25 structures with the same formula, charge and spin = 86.95 kJ/mol

***

# 4
ORCA calculation (wB97M-V/def2-TZVPD) on the molecule C14H25N3O3.

Geometry as XYZ:
```
45
Properties=species:S:1:pos:R:3:forces:R:3
C 4.9850 -0.4538 -1.5121 0.0 0.0 -0.2
N 3.7306 -0.6397 -0.8202 0.1 0.0 -0.1
C 3.8241 -1.3814 0.4139 0.0 -0.1 0.1
C 2.7045 0.2181 -1.1136 0.0 -0.2 0.2
O 2.8571 1.1881 -1.8339 0.0 0.4 -0.2
N 1.4905 -0.0817 -0.5038 0.0 0.2 0.1
C 0.9160 -1.4083 -0.6593 -0.1 -0.4 -0.2
C 0.1316 -1.5457 -1.9687 -0.1 0.0 0.2
C -0.9605 -0.4743 -2.0538 0.2 -0.2 -0.2
C -2.0532 -0.7965 -1.0283 0.1 0.3 -0.4
O -2.2732 -1.9348 -0.6591 0.0 -0.4 0.1
N -2.8078 0.2472 -0.6248 -0.1 0.4 0.1
C -3.8397 0.1246 0.3739 -0.1 0.2 0.4
C -3.3874 0.7152 1.7143 -0.1 -0.5 -0.1
C -2.2792 -0.0916 2.4189 -0.1 0.2 -0.1
C -1.3590 0.9830 3.0185 -0.1 0.2 -0.1
C -2.0338 2.3021 2.6031 0.2 0.1 0.4
O -2.8376 2.0024 1.4856 -0.1 -0.1 -0.3
C -0.2964 0.8962 -1.9087 0.0 -0.1 0.2
C 0.4830 0.9625 -0.5956 0.1 0.4 -0.2
H 5.3915 -1.4270 -1.7939 0.1 0.0 0.0
H 5.7145 0.0682 -0.8845 0.0 0.0 0.0
H 4.8023 0.1420 -2.4031 0.1 -0.1 0.0
H 4.7181 -1.0651 0.9612 0.0 0.0 0.0
H 2.9537 -1.1894 1.0358 0.0 0.0 0.0
H 3.9071 -2.4557 0.2221 0.0 0.0 0.1
H 1.7049 -2.1574 -0.6405 0.0 0.0 0.1
H 0.2428 -1.5886 0.1851 0.1 -0.1 0.0
H -0.3235 -2.5357 -2.0029 0.1 0.0 -0.1
H 0.8152 -1.4381 -2.8133 0.0 0.0 0.0
H -1.4499 -0.5402 -3.0341 0.0 0.0 0.1
H -2.5286 1.1924 -0.8299 0.1 -0.1 -0.1
H -4.7313 0.6548 0.0276 0.0 -0.1 0.0
H -4.0653 -0.9367 0.4952 -0.1 0.1 0.0
H -4.2622 0.8053 2.3795 0.1 0.0 -0.1
H -2.7006 -0.7475 3.1773 0.0 -0.1 0.0
H -1.7511 -0.7086 1.6935 0.0 -0.1 0.0
H -0.3540 0.9182 2.6030 0.0 0.0 0.0
H -1.2855 0.9063 4.1012 0.1 0.0 0.0
H -2.6624 2.6832 3.4214 0.1 0.0 -0.1
H -1.3289 3.0786 2.3046 0.0 0.0 0.1
H -1.0127 1.7174 -1.9658 0.0 0.1 0.0
H 0.4142 1.0294 -2.7273 -0.1 0.1 0.0
H 0.9922 1.9238 -0.5119 -0.1 -0.1 0.1
H -0.1951 0.8388 0.2535 0.0 0.0 0.0
```
Positions in Å, forces in eV/Å.

Computed properties:
LUMO energy = 0.80 eV
SMILES = CN(C)C(=O)N1CCC(C(=O)NC[C@H]2CCCO2)CC1
Charge = 0
HOMO energy = -8.80 eV
Gap between HOMO and LUMO = 0.35282 hartree
Maximum force = 0.010 hartree/bohr
Energy above the lowest of the compared OMol25 structures with the same formula, charge and spin = 66.50 kJ/mol

***

# 5
ORCA calculation (wB97M-V/def2-TZVPD) on a cluster of 2 separate species, C14H25N3O4 in total in a non-equilibrium geometry.

Geometry as XYZ:
```
46
Properties=species:S:1:pos:R:3:forces:R:3
C -4.7264 2.1069 -2.3740 0.5 0.1 0.4
N -3.4509 1.3973 -2.3219 -0.2 -0.7 -0.8
C -2.5192 1.5872 -1.3804 -0.6 0.3 0.8
O -2.6943 2.3651 -0.4457 0.4 -0.2 -0.2
C -1.2125 0.7735 -1.4251 0.5 0.0 -0.2
C -0.0726 1.5961 -2.0394 -0.2 0.0 -0.5
O -0.3869 2.0279 -3.3475 0.1 0.4 0.0
N -1.2574 -0.5800 -2.0243 -0.2 0.1 0.9
C -1.5766 -0.9248 -3.2710 0.2 -0.6 -0.3
C -1.5264 -2.3979 -3.5956 -0.1 0.1 0.0
O -1.8852 -0.1162 -4.1365 -0.3 0.4 -0.6
H -4.5471 3.1680 -2.5588 -0.1 0.0 0.0
H -5.3487 1.7021 -3.1729 0.2 -0.1 0.1
H -5.2444 2.0019 -1.4189 0.0 0.1 -0.1
H -3.2048 0.7937 -3.0976 0.0 0.3 0.0
H -0.9379 0.6293 -0.3805 -0.2 -0.1 0.0
H 0.1101 2.4724 -1.4163 -0.1 0.1 -0.1
H 0.8386 0.9984 -2.0688 0.0 -0.2 0.3
H -0.7901 1.2877 -3.8322 0.0 0.2 0.1
H -0.9528 -1.3273 -1.4207 0.0 0.1 0.1
H -0.5026 -2.7523 -3.4904 0.0 -0.2 0.0
H -1.8600 -2.5479 -4.6219 0.1 0.1 0.1
H -2.1804 -2.9429 -2.9176 0.1 -0.2 0.0
C 0.2998 -2.3145 2.1080 0.1 0.1 -0.1
C 1.7215 -1.7467 2.0262 0.0 1.1 0.7
C 1.8211 -0.5903 1.0121 -0.6 0.3 -1.3
O 1.4302 -0.6763 -0.1493 0.4 -0.1 1.3
C 2.3705 0.7081 1.6133 0.1 -0.8 0.7
C 3.7519 0.3596 2.2186 0.3 0.1 -0.2
C 3.6205 -0.8030 3.2415 -0.7 0.1 -0.4
N 2.1968 -1.2192 3.3438 0.3 -0.4 0.5
C 1.4016 -0.0627 3.8385 0.3 -0.2 -0.8
C 1.4302 1.0774 2.7857 -0.3 0.2 -0.1
H -0.4356 -1.5208 2.2675 0.0 -0.1 0.0
H 0.2287 -3.0309 2.9322 0.1 0.1 -0.1
H 0.0480 -2.8313 1.1771 0.1 0.1 0.1
H 2.3885 -2.5516 1.7013 0.1 0.1 0.1
H 2.4342 1.5055 0.8670 -0.1 -0.3 0.1
H 4.4442 0.0699 1.4213 0.0 0.2 0.1
H 4.1712 1.2405 2.7153 -0.1 0.0 -0.2
H 3.9916 -0.4804 4.2207 -0.3 -0.2 -0.1
H 4.2399 -1.6495 2.9253 -0.3 0.0 0.1
H 1.8194 0.2990 4.7844 0.1 -0.4 -0.2
H 0.3680 -0.3579 4.0439 0.2 -0.2 0.0
H 0.4183 1.2521 2.4046 0.1 0.1 0.0
H 1.7680 2.0050 3.2588 0.0 0.0 -0.2
```
Positions in Å, forces in eV/Å.

Computed properties:
LUMO energy = 0.49 eV
SMILES = CNC(=O)[C@H](CO)NC(C)=O.C[C@H]1C(=O)C2CCN1CC2
Charge = 0
HOMO energy = -8.67 eV
Gap between HOMO and LUMO = 0.33650 hartree
Maximum force = 0.028 hartree/bohr
Energy above the lowest of the compared OMol25 structures with the same formula, charge and spin = 13.76 kJ/mol

***

What is the charge in the fifth record?
0

***

maximum force of number 3 (C14H25N2O4P)?
0.081 hartree/bohr

***

Which formula does entry 2 have?
C14H25HoNO4P2S